Entry 1:
{"formula": "C10H9Br2F9O4S", "method": "ωB97M-V/def2-TZVPD", "gap_ev": 9.625, "smiles": "O=C1OCC[C@H]1S(=O)(=O)C(F)(F)C(F)(F)C(F)(F)C(F)(F)F.BrCCBr", "homo_ev": -10.0, "symbols": ["O", "C", "O", "C", "C", "C", "S", "O", "O", "C", "F", "F", "C", "F", "F", "C", "F", "F", "C", "F", "F", "F", "H", "H", "H", "H", "H", "Br", "C", "C", "Br", "H", "H", "H", "H"], "xyz": [[4.047, -2.713, 1.691], [4.511, -1.612, 1.378], [5.893, -1.330, 1.211], [6.153, -0.097, 0.450], [4.702, 0.204, -0.211], [3.831, -0.196, 1.073], [1.975, -0.090, 0.984], [1.662, 1.208, 0.274], [1.490, -0.112, 2.415], [1.204, -1.509, 0.059], [1.233, -2.742, 0.762], [2.015, -1.705, -1.114], [-0.314, -1.279, -0.409], [-0.800, -2.569, -0.806], [-0.355, -0.485, -1.585], [-1.309, -0.746, 0.722], [-1.146, 0.644, 0.999], [-1.163, -1.504, 1.923], [-2.880, -0.904, 0.330], [-3.588, -0.164, 1.326], [-3.343, -2.221, 0.438], [-3.174, -0.281, -0.892], [6.278, 0.711, 1.265], [7.064, -0.076, -0.227], [4.458, 1.275, -0.503], [4.523, -0.628, -0.977], [4.220, 0.476, 1.921], [-8.099, 2.562, -1.878], [-6.232, 2.132, -2.235], [-5.399, 2.225, -0.981], [-5.020, 4.080, -0.519], [-5.897, 2.803, -3.026], [-6.244, 1.108, -2.613], [-4.422, 1.766, -1.134], [-5.875, 1.771, -0.112]], "nbo_charge": [-0.512, 0.798, -0.517, -0.077, -0.429, -0.550, 1.976, -0.869, -0.862, 0.427, -0.281, -0.321, 0.596, -0.306, -0.290, 0.574, -0.287, -0.293, 0.938, -0.319, -0.292, -0.310, 0.179, 0.234, 0.262, 0.234, 0.297, -0.015, -0.448, -0.450, -0.015, 0.233, 0.228, 0.232, 0.234]}

***

Entry 2:
{"formula": "C10H11N3O2", "method": "ωB97M-V/def2-TZVPD", "gap_ev": [6.409, 8.338], "homo_ev": [-5.8, -9.6], "multiplicity": 3, "de_lowest_kcal_mol": 36.6, "symbols": ["C", "C", "C", "C", "C", "C", "C", "C", "C", "C", "N", "N", "N", "O", "O", "H", "H", "H", "H", "H", "H", "H", "H", "H", "H", "H"], "xyz": [[-3.124, -1.803, 0.960], [-1.774, -1.391, 0.806], [-4.114, -1.103, 0.319], [-2.581, 0.396, -0.535], [-1.476, -0.259, 0.056], [2.983, -0.196, 1.745], [-0.006, 1.600, 0.136], [1.143, 0.334, -2.414], [-0.173, 0.276, -0.351], [4.310, -0.133, 1.097], [-3.829, 0.045, -0.313], [1.864, -0.332, 1.966], [0.306, -0.163, -1.558], [1.229, 2.127, -0.261], [-0.730, 2.383, 0.712], [-3.369, -2.766, 1.346], [-0.935, -1.729, 1.282], [-5.166, -1.476, 0.444], [-2.330, 1.259, -1.272], [1.612, 1.190, -2.147], [1.430, -0.290, -3.273], [3.989, -0.104, 0.080], [5.047, -0.816, 1.553], [4.607, 0.915, 1.242], [1.302, 2.958, 0.320], [-0.214, -0.922, -1.939]], "mulliken_spin": [0.005, 0.019, 0.000, 0.042, 0.065, 0.004, 0.123, 0.791, 0.428, 0.008, 0.011, 0.007, 0.278, 0.029, 0.169, 0.000, -0.004, 0.000, 0.004, 0.032, 0.017, 0.001, 0.001, -0.001, -0.002, -0.027]}

***

Entry 3:
{"formula": "C22H37BrNiO4Si", "method": "ωB97M-V/def2-TZVPD", "gap_ev": [4.766, 4.425], "charge": -2, "homo_ev": [-0.3, 0.1], "multiplicity": 3, "de_lowest_kcal_mol": 0.0, "symbols": ["C", "C", "C", "H", "C", "C", "H", "H", "H", "H", "Ni", "Br", "C", "C", "C", "H", "C", "C", "H", "H", "H", "H", "C", "C", "C", "C", "O", "Si", "O", "O", "C", "C", "C", "C", "O", "C", "C", "C", "C", "H", "H", "H", "H", "H", "H", "H", "H", "H", "H", "H", "H", "H", "H", "H", "H", "H", "H", "H", "H", "H", "H", "H", "H", "H", "H", "H"], "xyz": [[-2.851, -1.032, -3.413], [-2.854, -1.673, -2.139], [-2.730, -0.659, -1.141], [-2.892, -2.746, -1.961], [-2.728, 0.618, -1.799], [-2.775, 0.380, -3.201], [-2.761, 1.138, -3.985], [-2.868, -1.534, -4.380], [-2.655, -0.831, -0.074], [-2.641, 1.592, -1.308], [0.307, -0.481, -4.941], [0.661, -1.946, -3.463], [1.773, 0.322, -5.956], [0.535, 1.037, -6.019], [-0.460, 0.148, -6.549], [0.393, 2.087, -5.812], [0.172, -1.113, -6.810], [1.537, -1.020, -6.381], [2.298, -1.786, -6.478], [2.726, 0.751, -5.684], [-1.467, 0.437, -6.813], [-0.294, -1.956, -7.295], [1.950, 3.220, 1.165], [2.415, 1.771, 1.324], [3.802, 1.645, 0.696], [2.522, 1.455, 2.814], [1.551, 0.875, 0.615], [0.202, -0.033, 0.953], [-0.281, -0.869, -0.282], [0.612, -0.919, 2.318], [0.781, -2.337, 2.456], [0.927, -3.053, 1.117], [2.050, -2.607, 3.259], [-0.444, -2.924, 3.151], [-0.917, 1.086, 1.414], [-1.859, 1.284, 2.472], [-3.130, 0.468, 2.264], [-1.252, 0.929, 3.823], [-2.205, 2.768, 2.421], [2.646, 3.880, 1.702], [0.941, 3.367, 1.570], [1.955, 3.510, 0.108], [4.494, 2.329, 1.198], [4.187, 0.624, 0.806], [3.770, 1.915, -0.366], [1.566, 1.626, 3.324], [2.834, 0.415, 2.968], [3.277, 2.123, 3.258], [1.761, -2.634, 0.547], [1.123, -4.117, 1.290], [0.010, -2.966, 0.529], [2.056, -2.111, 4.238], [2.153, -3.687, 3.415], [2.937, -2.272, 2.706], [-0.623, -2.478, 4.139], [-1.336, -2.778, 2.527], [-0.309, -4.004, 3.275], [-2.938, -0.611, 2.321], [-3.846, 0.720, 3.056], [-3.605, 0.705, 1.304], [-0.346, 1.516, 4.008], [-1.975, 1.149, 4.619], [-0.998, -0.136, 3.867], [-1.299, 3.384, 2.501], [-2.702, 3.007, 1.472], [-2.880, 3.032, 3.240]], "mulliken_spin": [0.326, -0.103, 0.319, 0.002, 0.119, 0.213, 0.006, -0.008, 0.048, -0.007, 0.827, 0.072, -0.030, 0.046, 0.036, 0.005, -0.019, 0.071, 0.005, -0.003, -0.003, -0.001, 0.000, 0.000, 0.000, 0.000, 0.009, 0.020, 0.047, -0.002, -0.006, 0.006, 0.000, 0.000, 0.003, -0.001, -0.001, 0.000, 0.000, 0.000, 0.000, 0.000, 0.000, 0.000, 0.000, 0.000, 0.000, 0.000, 0.001, -0.001, -0.002, 0.000, 0.000, 0.000, 0.000, 0.000, 0.000, 0.000, 0.000, 0.005, 0.000, 0.000, 0.000, 0.000, 0.000, 0.000]}

***

Entry 4:
{"formula": "C3H7NO2", "method": "ωB97M-V/def2-TZVPD", "gap_ev": 10.248, "smiles": "C/C(CO)=N/O", "homo_ev": -9.6, "de_lowest_kcal_mol": 92.5, "symbols": ["C", "C", "N", "O", "C", "O", "H", "H", "H", "H", "H", "H", "H"], "xyz": [[-0.852, 1.394, 0.417], [-0.208, 0.257, -0.313], [-1.103, -0.526, -0.795], [-0.724, -1.884, -0.498], [1.235, -0.091, 0.003], [1.796, -1.133, -0.737], [-1.761, 1.728, -0.086], [-1.187, 0.841, 1.307], [-0.214, 2.209, 0.753], [-0.927, -1.826, 0.454], [1.304, -0.256, 1.094], [1.844, 0.797, -0.206], [1.152, -1.859, -0.707]], "nbo_charge": [-0.653, 0.246, -0.170, -0.608, -0.133, -0.710, 0.253, 0.223, 0.218, 0.462, 0.173, 0.207, 0.492]}

***

Entry 5:
{"formula": "C6H12N2O4", "method": "ωB97M-V/def2-TZVPD", "gap_ev": 9.807, "homo_ev": -9.4, "de_lowest_kcal_mol": 131.3, "symbols": ["C", "C", "C", "C", "C", "C", "H", "H", "H", "H", "H", "H", "H", "H", "H", "H", "H", "H", "N", "N", "O", "O", "O", "O"], "xyz": [[2.912, -0.107, 0.766], [1.742, 0.171, -0.193], [-0.651, 0.345, -0.395], [-0.732, 1.824, -0.018], [-1.960, -0.408, 0.074], [-2.193, -1.609, -0.849], [4.454, -1.213, -0.040], [3.737, 0.578, -1.193], [2.667, 0.397, 1.726], [2.712, -1.125, 1.190], [0.413, 0.115, 1.318], [-0.332, 0.048, -1.525], [-2.757, 0.278, -0.332], [-2.930, -1.012, 1.826], [-1.419, -2.399, -0.537], [-2.357, -1.554, -1.907], [-3.132, -2.048, -0.660], [-2.410, 3.063, 0.021], [4.190, 0.023, 0.156], [0.457, -0.100, 0.307], [1.722, 0.610, -1.365], [-0.013, 2.536, 0.615], [-2.077, -0.578, 1.435], [-2.045, 2.161, -0.420]], "nbo_charge": [-0.355, 0.696, -0.192, 0.803, 0.110, -0.655, 0.346, 0.387, 0.212, 0.214, 0.396, 0.299, 0.186, 0.504, 0.204, 0.234, 0.208, 0.501, -0.807, -0.628, -0.627, -0.556, -0.741, -0.739]}

***

Entry 6:
{"formula": "C22H49N2OP3STl", "method": "ωB97M-V/def2-TZVPD", "gap_ev": [4.028, 2.807], "charge": 3, "homo_ev": [-14.5, -14.5], "de_lowest_kcal_mol": 5.3, "symbols": ["Tl", "P", "P", "P", "H", "C", "C", "H", "C", "C", "C", "C", "C", "C", "C", "C", "C", "H", "H", "H", "H", "H", "H", "H", "H", "H", "H", "H", "H", "H", "H", "H", "H", "H", "H", "H", "H", "H", "H", "H", "H", "H", "H", "H", "H", "H", "C", "C", "C", "C", "C", "C", "S", "H", "H", "H", "H", "H", "H", "C", "N", "C", "C", "O", "N", "C", "C", "H", "H", "H", "H", "H", "H", "H", "H", "H", "H", "H", "H"], "xyz": [[-0.487, 0.191, -0.140], [2.076, 1.527, 0.837], [-2.229, 2.098, 0.177], [0.593, 1.006, -2.362], [-0.860, -3.416, -1.103], [0.059, -3.258, -1.681], [1.264, -3.239, -1.081], [1.356, -3.364, 0.006], [2.571, 1.181, 2.564], [2.160, 3.368, 0.870], [3.657, 1.106, -0.014], [-3.718, 1.416, -0.625], [-2.767, 2.515, 1.858], [-1.926, 3.688, -0.653], [1.736, -0.132, -3.182], [1.284, 2.648, -2.695], [-0.904, 0.976, -3.395], [-0.060, -3.144, -2.767], [2.197, -3.117, -1.642], [2.627, 0.098, 2.746], [1.866, 1.626, 3.278], [3.568, 1.614, 2.732], [1.333, 3.752, 1.481], [2.051, 3.758, -0.149], [3.109, 3.723, 1.296], [3.771, 0.014, -0.038], [4.506, 1.538, 0.536], [3.672, 1.475, -1.047], [-4.517, 2.166, -0.561], [-4.035, 0.500, -0.103], [-3.527, 1.169, -1.679], [-3.446, 3.378, 1.775], [-1.903, 2.795, 2.477], [-3.288, 1.670, 2.337], [-2.758, 4.356, -0.390], [-1.876, 3.577, -1.745], [-0.982, 4.128, -0.296], [1.779, 0.173, -4.241], [1.391, -1.174, -3.110], [2.739, -0.058, -2.734], [1.284, 2.745, -3.790], [2.312, 2.732, -2.317], [0.659, 3.435, -2.250], [-0.584, 1.277, -4.404], [-1.675, 1.674, -3.035], [-1.338, -0.033, -3.439], [-0.592, -2.783, -6.736], [-1.726, -2.912, -7.565], [-1.990, -4.125, -8.206], [-1.100, -5.199, -8.083], [0.081, -5.048, -7.340], [0.346, -3.840, -6.700], [-0.253, -1.375, -5.768], [-1.463, -0.901, -5.348], [-2.396, -2.062, -7.675], [-2.898, -4.251, -8.793], [-1.314, -6.157, -8.561], [0.789, -5.870, -7.241], [1.265, -3.695, -6.132], [-2.430, -0.727, 3.941], [-1.236, -0.751, 4.753], [-1.457, -0.622, 6.183], [-0.122, -1.360, 4.204], [-0.104, -1.698, 3.002], [0.965, -1.544, 5.050], [1.428, -0.523, 5.980], [1.984, -2.482, 4.633], [-3.045, -1.629, 4.108], [-2.126, -0.699, 2.886], [-3.038, 0.147, 4.204], [-0.827, -1.311, 6.758], [-1.279, 0.408, 6.532], [-2.500, -0.866, 6.426], [1.493, -0.950, 6.993], [2.446, -0.205, 5.698], [0.762, 0.352, 5.983], [1.632, -3.055, 3.779], [2.909, -1.950, 4.361], [2.216, -3.162, 5.472]], "mulliken_charge": [0.689, 0.582, 0.635, 0.910, 0.338, -0.490, -0.451, 0.270, -1.233, -1.206, -1.293, -1.256, -1.037, -1.194, -0.968, -1.284, -1.153, 0.192, 0.280, 0.269, 0.408, 0.471, 0.347, 0.315, 0.441, 0.358, 0.467, 0.330, 0.425, 0.399, 0.311, 0.483, 0.394, 0.278, 0.505, 0.368, 0.297, 0.441, 0.009, 0.327, 0.533, 0.412, 0.260, 0.637, 0.027, 0.109, 0.767, -0.324, -0.521, -0.304, -0.521, -0.376, -0.053, 0.253, 0.414, 0.412, 0.430, 0.409, 0.407, -0.990, 0.206, -1.181, 0.587, -0.704, 0.158, -1.090, -1.020, 0.383, 0.100, 0.438, 0.411, 0.317, 0.430, 0.321, 0.363, 0.357, 0.326, 0.309, 0.331]}